{"formula": "C24H74N6O10", "method": "ωB97M-V/def2-TZVPD", "spin_multiplicity": 2, "orbital_gap_ev": [8.96, 2.85], "total_charge": 1, "lumo_energy_ev": [-2.07, -8.15], "species": ["H", "H", "O", "C", "H", "O", "C", "H", "H", "H", "N", "H", "H", "C", "C", "C", "H", "H", "H", "H", "H", "C", "C", "H", "H", "H", "H", "C", "C", "N", "C", "C", "H", "O", "H", "C", "H", "H", "H", "H", "H", "H", "H", "C", "H", "C", "H", "H", "H", "H", "N", "C", "C", "C", "C", "H", "O", "O", "C", "O", "H", "H", "H", "H", "H", "H", "N", "H", "H", "H", "H", "H", "C", "O", "H", "H", "H", "H", "H", "O", "H", "H", "N", "H", "H", "C", "H", "C", "H", "C", "H", "H", "H", "H", "H", "H", "O", "H", "H", "C", "H", "H", "H", "H", "H", "H", "H", "H", "H", "N", "H", "H", "O", "H"], "xyz": [[-8.9138, 14.2801, -3.7083], [-15.1034, 15.9084, -8.4077], [-10.6690, 16.3589, -0.0844], [-19.4520, 19.3509, -7.5417], [-13.4738, 18.8626, -5.0958], [-16.1001, 16.9668, -2.5904], [-13.7032, 15.7021, -0.0900], [-8.0851, 15.3819, -4.7530], [-14.3330, 19.8868, -1.0691], [-11.3771, 14.8047, -1.3969], [-10.4015, 14.8208, -5.8736], [-14.4027, 14.6055, -12.2697], [-22.5703, 19.9233, -6.4558], [-8.8676, 15.3304, -3.9960], [-17.1560, 16.4518, -1.7570], [-18.2065, 18.9243, -6.8348], [-19.6589, 18.5195, -8.2155], [-13.1526, 16.0928, -6.7769], [-16.0460, 21.4788, -1.4977], [-17.2147, 16.9384, -0.7834], [-17.6794, 18.0709, -8.6821], [-12.9752, 15.4309, -8.6648], [-17.4955, 20.0002, -5.9967], [-14.4239, 18.4585, -1.8190], [-12.0532, 13.7552, -7.4945], [-13.7740, 13.8425, -7.2468], [-12.4596, 19.9256, -2.7668], [-13.2243, 23.1524, -7.7152], [-12.3480, 21.8697, -9.6272], [-14.9108, 19.0650, -1.1747], [-21.7143, 19.9490, -7.1301], [-16.1808, 18.3373, -2.9692], [-12.4884, 23.8624, -10.9127], [-14.8798, 15.0427, -10.2484], [-12.7620, 17.3792, -0.9534], [-15.8640, 20.8623, -2.3780], [-18.1186, 16.6843, -2.2125], [-14.2020, 20.7089, -8.0889], [-13.8969, 23.9898, -7.5298], [-13.9272, 14.6676, -0.3502], [-14.8861, 21.1351, -2.7747], [-11.0160, 15.7483, -4.0705], [-8.4640, 19.6913, -3.6863], [-10.1619, 15.7454, -4.7477], [-16.5890, 21.1633, -3.1342], [-13.6906, 21.9974, -5.6383], [-8.8603, 15.3423, -0.6620], [-13.1953, 16.8356, -2.9706], [-12.6196, 21.0155, -9.0069], [-13.2304, 13.1820, -8.6552], [-17.2548, 18.2988, -7.7945], [-12.7998, 16.3025, -1.1187], [-11.3736, 15.8777, -1.2055], [-13.9716, 15.0256, -11.3610], [-16.0913, 19.4515, -1.8477], [-12.1520, 15.5753, -9.3645], [-13.5275, 21.9516, -7.0274], [-14.1369, 18.6925, -5.7648], [-9.5256, 15.5201, 0.1829], [-12.3782, 19.2764, -3.4655], [-16.5269, 18.9558, -8.0365], [-19.3466, 20.2481, -8.1517], [-16.9961, 18.5462, -3.6619], [-13.2763, 15.7504, 0.9118], [-9.7993, 19.9793, -4.8505], [-10.8836, 16.2587, -2.1016], [-12.8277, 24.2278, -10.0344], [-11.0067, 17.5563, -5.6893], [-14.3928, 17.7811, -5.6228], [-10.9596, 14.0718, -5.4893], [-14.6171, 16.2961, -0.0866], [-14.3996, 16.8498, -9.5764], [-12.9917, 14.0095, -7.9872], [-14.6404, 15.8567, -5.5976], [-17.3778, 20.8976, -6.6042], [-14.3749, 15.1569, -5.0010], [-8.8925, 15.9215, 0.9743], [-12.7920, 22.2199, -5.0628], [-13.0394, 14.5343, -11.0819], [-14.7167, 19.9026, -8.0538], [-8.5347, 15.8886, -3.1209], [-8.3145, 19.1202, -5.3111], [-13.5266, 16.1217, -2.3376], [-16.5079, 19.6450, -5.7027], [-14.2827, 22.8369, -9.4685], [-14.3965, 15.8156, -9.2322], [-14.4900, 22.7161, -5.4579], [-10.0850, 17.1778, -5.2474], [-14.5147, 16.2957, -2.2210], [-13.2344, 23.0560, -9.2654], [-11.4392, 19.2353, -3.6467], [-14.1444, 21.0764, -5.2723], [-21.9764, 19.2994, -7.9652], [-9.9104, 14.5894, 0.6000], [-15.3588, 18.4671, -3.6732], [-17.0342, 15.3716, -1.6768], [-20.5056, 19.4974, -6.5992], [-13.6238, 16.0239, -11.6264], [-12.1109, 24.7376, -9.5380], [-9.0399, 19.2742, -4.5123], [-12.8184, 17.2373, -7.7891], [-21.7420, 21.0006, -7.4155], [-15.5635, 15.6799, -5.7792], [-11.0120, 15.2835, -6.5318], [-14.5046, 19.5194, -7.2026], [-11.3260, 22.0522, -9.2951], [-12.3105, 21.5469, -10.6677], [-18.4766, 18.1622, -6.1037], [-16.9859, 19.3805, -1.2290], [-12.5403, 16.2952, -7.5542], [-9.3507, 17.1875, -6.0529], [-12.3078, 23.6196, -7.3547], [-9.6326, 18.0174, -4.1171], [-18.0120, 20.4334, -5.1401]], "lowdin_charge": [0.084, 0.127, -0.152, -0.213, 0.010, -0.247, -0.038, 0.087, 0.070, 0.131, 0.160, 0.106, 0.086, -0.024, -0.060, -0.409, 0.118, 0.047, 0.088, 0.088, 0.061, -0.294, -0.058, 0.030, 0.061, 0.079, 0.057, -0.186, -0.069, 0.056, -0.126, -0.173, 0.069, -0.100, 0.123, -0.046, 0.089, -0.015, 0.127, 0.089, 0.067, 0.118, 0.098, -0.388, 0.071, -0.081, 0.073, 0.047, 0.049, 0.088, 0.054, -0.476, -0.227, -0.052, -0.403, 0.146, -0.227, -0.056, -0.082, -0.024, 0.020, 0.135, 0.109, 0.088, 0.081, 0.095, 0.048, 0.107, 0.009, 0.100, 0.069, 0.135, -0.025, -0.035, 0.083, 0.065, 0.087, 0.095, 0.086, -0.076, 0.076, 0.090, 0.055, 0.044, 0.136, -0.201, 0.100, -0.159, 0.022, -0.420, 0.015, 0.063, 0.087, 0.090, 0.098, 0.096, -0.171, 0.098, 0.072, -0.074, 0.112, 0.086, 0.081, 0.027, -0.038, 0.086, 0.082, 0.126, 0.134, 0.171, 0.129, 0.125, -0.215, 0.076]}

***

{"formula": "C10H10ClN2", "method": "ωB97M-V/def2-TZVPD", "e_above_lowest_kcal_mol": 147.0, "orbital_gap_ev": 5.00, "total_charge": -1, "lumo_energy_ev": 1.86, "species": ["H", "H", "C", "C", "Cl", "C", "C", "H", "H", "H", "C", "C", "H", "C", "N", "C", "C", "H", "H", "H", "C", "H", "N"], "xyz": [[3.1880, -3.8236, -1.0756], [-2.5594, -0.3593, 2.1092], [2.6703, -2.8064, -1.1676], [1.4177, -2.5653, -0.3018], [-3.0773, 4.2287, 1.9480], [2.3749, -0.3448, -2.1794], [-2.0537, 1.8699, 2.2008], [-2.4589, 1.8269, 3.2776], [4.1302, -1.8692, -2.7207], [-1.2691, 2.2777, -0.5892], [3.1772, -1.6729, -2.1162], [1.0850, -0.0861, -1.2990], [1.0629, -3.3903, 0.4231], [-2.4052, 0.5080, 1.3559], [-0.5116, -1.0895, 0.5525], [0.6174, -1.2011, -0.3362], [-1.1303, 0.1892, 0.4237], [-0.8947, 1.9476, 2.1877], [-3.3477, 0.6526, 0.6968], [2.7820, 0.4457, -2.9151], [-0.6737, 1.2927, -0.5802], [-2.5591, 2.7800, 1.5709], [0.4350, 1.1896, -1.4652]], "lowdin_charge": [0.077, 0.092, -0.103, -0.026, -0.270, -0.019, -0.325, 0.055, 0.076, 0.129, -0.099, -0.196, 0.092, -0.216, 0.093, -0.184, -0.193, 0.066, 0.106, 0.091, -0.025, -0.277, 0.057]}

***

{"formula": "C2H7NO", "method": "ωB97M-V/def2-TZVPD", "smiles": "C=CO.N", "e_above_lowest_kcal_mol": 22.2, "orbital_gap_ev": 9.33, "lumo_energy_ev": 0.88, "species": ["H", "O", "C", "H", "H", "H", "H", "H", "C", "N", "H"], "xyz": [[2.0103, -0.6232, -0.1902], [-0.6227, 0.3517, -1.3365], [-1.1513, 1.1339, -0.3696], [1.6480, -2.1422, -0.8216], [-0.2431, -0.4174, -0.8845], [-0.0624, 0.4317, 1.2826], [-1.7748, 1.9360, -0.7442], [-1.6442, 1.5099, 1.5666], [-0.8995, 1.0246, 0.9543], [1.3706, -1.4059, -0.1927], [1.3692, -1.7990, 0.7358]], "lowdin_charge": [0.040, -0.030, -0.290, 0.030, 0.035, 0.028, 0.101, 0.039, -0.014, 0.033, 0.028]}

***

{"formula": "FH2O2P", "method": "ωB97M-V/def2-TZVPD", "smiles": "O=PO.F", "e_above_lowest_kcal_mol": 19.6, "orbital_gap_ev": 10.72, "lumo_energy_ev": -0.99, "species": ["O", "O", "P", "H", "H", "F"], "xyz": [[0.9559, 0.2420, 1.2724], [1.1336, 0.6587, -1.0716], [1.9773, 0.8098, 0.1689], [0.1217, -0.1205, 0.9887], [-0.2010, 0.0163, -1.0633], [-1.0054, -0.3275, -0.6498]], "lowdin_charge": [-0.299, -0.464, 0.897, 0.027, -0.017, -0.143]}

***

{"formula": "C15H23FeNOS5Te", "method": "ωB97M-V/def2-TZVPD", "spin_multiplicity": 5, "e_above_lowest_kcal_mol": 20.1, "orbital_gap_ev": [3.84, 4.17], "total_charge": -2, "lumo_energy_ev": [3.91, 3.90], "species": ["H", "S", "C", "C", "C", "H", "S", "N", "S", "H", "S", "H", "H", "Fe", "C", "S", "C", "H", "H", "H", "C", "C", "C", "H", "H", "H", "H", "H", "C", "H", "H", "C", "Te", "C", "H", "H", "H", "H", "C", "C", "H", "H", "O", "C", "C", "H", "H"], "xyz": [[0.8746, -1.8830, 4.0135], [0.8005, -1.1131, 1.7174], [-0.4108, -0.1434, -4.2337], [-1.5477, -2.2752, -3.9450], [2.2849, -0.1955, 2.4277], [0.6632, 3.0621, -1.3280], [-0.3252, -1.3871, -1.7197], [-1.3821, 3.1446, -1.1380], [0.3803, 0.2366, 5.5497], [-3.4627, 2.8661, -1.1868], [0.5830, 1.1777, -3.7150], [-0.5648, 0.6529, -6.2107], [-2.5406, -3.1081, -5.6578], [-0.6486, -0.4229, 0.2317], [0.0796, -1.4799, 3.3826], [1.1476, 2.3742, 2.6341], [1.6392, 2.4635, 4.4023], [0.6658, 2.4326, 6.3312], [2.3307, 1.3325, 0.9041], [-1.0712, 3.7247, -3.1297], [-1.9496, -2.2837, -5.2715], [-0.1995, 2.5435, -0.8995], [-0.8417, -0.1784, -5.5728], [-2.6628, 2.3326, 0.3113], [2.5116, 1.8298, 4.5627], [-0.6386, -2.2666, 3.1638], [1.9138, 3.5032, 4.6033], [3.3885, 1.6585, 2.3007], [-1.5922, -1.2204, -6.0899], [-0.4549, 2.4149, 4.9543], [-1.5898, -0.5588, 4.4179], [-1.4485, 4.1422, -2.1910], [-2.7038, -0.8947, 1.2102], [0.5012, 2.0427, 5.3237], [-0.6951, 0.5402, 3.3775], [-2.4815, 4.4561, -2.3237], [-1.8305, -3.0866, -3.2851], [3.1458, -0.7633, 2.0649], [-2.5737, 2.3931, -0.7727], [2.4230, 1.2512, 1.9865], [-1.8999, -1.2054, -7.1320], [-0.8485, 5.0141, -1.9108], [-0.0523, 1.6318, -0.0730], [-0.5990, -0.2954, 4.0619], [-0.7919, -1.2338, -3.4009], [-2.5086, 1.3686, -1.1460], [2.2432, -0.2549, 3.5139]], "lowdin_charge": [0.050, 0.761, -0.797, -0.169, -0.462, 0.122, 0.517, -0.174, 0.804, 0.077, 0.389, 0.064, 0.072, -0.472, -0.547, 0.867, -0.542, 0.052, 0.064, 0.056, -0.161, -0.358, -0.191, 0.053, 0.061, 0.026, 0.054, 0.067, -0.164, 0.070, 0.041, -0.076, -0.015, -0.574, 0.004, 0.073, 0.081, 0.064, -0.069, -0.530, 0.072, 0.077, -0.177, -0.556, -0.685, 0.054, 0.029]}

***

{"formula": "C23H34NO3PPdS2Sb2Te", "method": "ωB97M-V/def2-TZVPD", "e_above_lowest_kcal_mol": 24.1, "orbital_gap_ev": 5.60, "total_charge": -2, "lumo_energy_ev": 4.44, "species": ["H", "H", "C", "O", "H", "H", "H", "H", "H", "P", "H", "N", "H", "C", "H", "H", "C", "H", "C", "H", "H", "C", "Sb", "C", "C", "H", "C", "H", "O", "H", "H", "C", "H", "C", "H", "H", "H", "H", "Sb", "C", "C", "H", "C", "C", "C", "C", "S", "C", "Pd", "H", "H", "H", "C", "H", "Te", "C", "C", "H", "C", "S", "O", "H", "H", "H", "C", "C", "H", "H"], "xyz": [[-2.1844, 2.4879, -4.4877], [-0.8099, 1.6545, -5.2394], [-3.0570, 3.9253, 2.6102], [2.0954, 0.1548, -1.6188], [5.8321, -0.4956, -2.8484], [-1.7612, -3.7992, 1.4114], [3.8521, -3.0821, 1.6913], [-3.1696, 2.2918, -1.9847], [5.7278, -0.7932, -0.3870], [2.4289, 0.2901, -0.1650], [-2.5929, 1.4356, -0.5407], [-1.8890, 2.0102, 1.8554], [5.7727, 1.0893, -2.0463], [-2.3754, 1.5422, 2.9789], [-1.9157, 5.9866, -0.4259], [-4.1109, 5.6906, 3.2491], [-4.4754, 0.2481, -3.1081], [-5.8354, -0.7406, -4.4413], [-1.6655, 1.5304, -4.5721], [-1.8139, -2.5954, 2.7365], [-4.3627, 1.1113, -3.7548], [-2.8051, 1.3352, -1.6039], [-1.1846, -1.3349, 0.4303], [-3.4782, 5.2432, 2.4918], [4.8257, -0.4924, -0.9351], [-3.3851, 7.0103, 1.2821], [5.2103, 0.1746, -2.2452], [2.1366, -3.4619, 1.8818], [2.3810, -1.2302, 0.5114], [-1.1651, -2.2094, -2.1670], [0.4213, 2.9126, -1.3792], [-2.2344, 3.3291, 1.6379], [4.2393, -1.3950, -1.1294], [-4.7669, -1.9168, -1.4573], [-6.0739, -2.7285, -2.9542], [3.0837, -2.9351, 3.2865], [-1.8551, -3.4797, -1.1237], [-0.2507, -3.2130, 2.1526], [-0.9087, 0.8877, -2.6172], [-3.3205, -0.9324, 0.3178], [-2.2431, 5.3986, 0.4234], [1.0363, 2.6399, -2.9920], [-1.2652, -2.9382, 1.8610], [-1.8230, 4.0851, 0.5411], [2.9366, -2.7952, 2.2121], [-3.9388, -0.8720, -1.0433], [-3.3679, 2.7566, 3.8522], [-3.7641, 0.2286, -1.9060], [0.2068, 0.8216, 0.6641], [-3.8178, -1.6906, 0.9235], [-0.0904, -3.1989, -1.1690], [-2.3364, 0.7858, -5.0011], [2.5912, -1.3503, 1.9107], [4.3049, 0.4282, -2.7948], [2.1759, 2.3938, 1.2030], [0.1191, 2.7544, -2.4123], [-5.4394, -1.8971, -2.6696], [-3.4092, 0.0158, 0.8452], [-1.0721, -2.7244, -1.2142], [-2.1898, 0.0044, 3.6622], [4.1123, 0.3995, -0.0942], [1.6836, -1.0380, 2.4405], [3.4036, -0.6877, 2.2273], [-4.8938, -2.7626, -0.7892], [-3.0688, 5.9793, 1.3883], [-5.3042, -0.7930, -3.4979], [-0.4710, 3.5895, -2.7929], [-1.1640, 3.6319, -0.1849]], "lowdin_charge": [-0.011, -0.019, -0.508, -0.459, 0.060, -0.008, 0.067, 0.062, 0.103, 0.103, 0.008, -0.040, 0.067, -1.181, 0.091, 0.090, -0.081, 0.086, -0.372, -0.052, 0.095, -0.332, 1.301, -0.127, -0.346, 0.081, -0.100, 0.057, -0.362, -0.047, -0.083, -0.331, 0.100, -0.070, 0.084, 0.068, -0.008, -0.020, 1.350, -0.316, -0.105, -0.001, -0.328, -0.030, -0.089, -0.271, 0.922, -0.294, -0.155, 0.055, -0.003, -0.028, -0.357, 0.058, 0.292, -0.356, -0.122, 0.026, -0.330, 0.415, -0.406, 0.089, 0.096, 0.103, -0.134, -0.118, -0.002, 0.068]}

***

Please write out number 3 again, unchanged.
{"formula": "C2H7NO", "method": "ωB97M-V/def2-TZVPD", "smiles": "C=CO.N", "e_above_lowest_kcal_mol": 22.2, "orbital_gap_ev": 9.33, "lumo_energy_ev": 0.88, "species": ["H", "O", "C", "H", "H", "H", "H", "H", "C", "N", "H"], "xyz": [[2.0103, -0.6232, -0.1902], [-0.6227, 0.3517, -1.3365], [-1.1513, 1.1339, -0.3696], [1.6480, -2.1422, -0.8216], [-0.2431, -0.4174, -0.8845], [-0.0624, 0.4317, 1.2826], [-1.7748, 1.9360, -0.7442], [-1.6442, 1.5099, 1.5666], [-0.8995, 1.0246, 0.9543], [1.3706, -1.4059, -0.1927], [1.3692, -1.7990, 0.7358]], "lowdin_charge": [0.040, -0.030, -0.290, 0.030, 0.035, 0.028, 0.101, 0.039, -0.014, 0.033, 0.028]}